1.
{
  "formula": "C6H10OSSi",
  "method": "the ωB97M-V functional and the def2-TZVPD basis",
  "smiles": "C=[Si](C)O.c1ccsc1",
  "e_above_lowest_ev": 3.065,
  "charge": 0,
  "e_lumo_ev": 0.3,
  "elements": ["C", "C", "C", "C", "C", "C", "O", "Si", "S", "H", "H", "H", "H", "H", "H", "H", "H", "H", "H"],
  "xyz": [[0.752, 3.771, -0.388], [0.081, 3.089, 0.625], [1.859, 3.210, -0.965], [0.656, 1.912, 0.695], [-3.070, -0.934, 0.619], [0.084, -0.963, -0.505], [-1.020, -3.064, 0.936], [-1.506, -1.698, 0.326], [2.011, 1.655, -0.233], [0.046, 4.581, -0.789], [-0.529, 3.502, 1.371], [2.539, 3.635, -1.719], [-2.952, 0.113, 0.469], [-3.893, -1.341, 1.268], [0.166, 1.143, 1.571], [-0.103, -0.178, -1.284], [0.750, -0.401, 0.244], [0.831, -1.587, -0.795], [-1.180, -3.155, 1.875]]
}

***

2.
{
  "formula": "C6H10S",
  "method": "the ωB97M-V functional and the def2-TZVPD basis",
  "smiles": "C#CC(C)(C)SC",
  "e_above_lowest_ev": 3.513,
  "charge": 0,
  "e_lumo_ev": 0.9,
  "elements": ["C", "C", "C", "C", "C", "C", "S", "H", "H", "H", "H", "H", "H", "H", "H", "H", "H"],
  "xyz": [[-0.358, -2.211, 1.120], [-0.155, -1.287, 0.448], [0.790, -0.701, -1.817], [1.390, 0.530, 0.268], [-2.467, 0.100, 0.053], [0.340, -0.175, -0.512], [-1.114, 1.063, -0.745], [-0.854, -3.091, 1.476], [1.298, 0.106, -2.409], [0.046, -0.963, -2.582], [1.340, -1.532, -1.618], [0.892, 1.176, 1.007], [1.984, -0.211, 0.805], [1.982, 1.330, -0.333], [-3.503, 0.430, -0.333], [-2.425, 0.294, 1.164], [-2.242, -0.975, -0.341]]
}

***

3.
{
  "formula": "C6H10S2",
  "method": "the ωB97M-V functional and the def2-TZVPD basis",
  "smiles": "C[C@@H]1CC(=S)[C@@]1(C)S",
  "e_above_lowest_ev": 0.614,
  "charge": 0,
  "e_lumo_ev": -0.2,
  "elements": ["C", "C", "C", "C", "C", "C", "H", "H", "H", "H", "H", "H", "H", "H", "H", "H", "S", "S"],
  "xyz": [[1.144, 0.636, -2.474], [0.391, 0.878, -1.174], [1.180, 1.342, 0.072], [0.406, 0.337, 0.893], [-0.141, -0.341, -0.353], [0.583, -1.669, -0.610], [2.019, -0.019, -2.298], [0.498, 0.193, -3.217], [1.514, 1.585, -2.874], [-0.427, 1.585, -1.366], [1.109, 2.386, 0.372], [2.259, 1.056, 0.026], [0.342, -2.060, -1.586], [1.666, -1.547, -0.557], [0.283, -2.366, 0.135], [-2.064, -1.263, 0.692], [0.160, 0.103, 2.466], [-1.946, -0.518, -0.433]]
}

***

4.
{
  "formula": "C6H10S2",
  "method": "the ωB97M-V functional and the def2-TZVPD basis",
  "e_above_lowest_ev": 6.623,
  "charge": 0,
  "e_lumo_ev": -0.6,
  "elements": ["C", "C", "C", "C", "C", "C", "H", "H", "H", "H", "H", "H", "H", "H", "H", "H", "S", "S"],
  "xyz": [[-2.937, -1.121, 0.462], [-0.773, 0.734, -0.007], [-1.221, 1.918, -0.636], [-0.098, 0.710, 1.332], [0.790, 0.541, 0.246], [1.578, -0.594, 0.239], [-3.597, -0.098, 0.690], [-2.583, -1.583, 1.556], [-3.558, -1.885, -0.376], [-0.452, 2.477, -1.561], [-1.248, 2.863, 0.406], [-2.404, 1.376, -0.818], [-0.143, 1.680, 1.781], [-0.158, -0.222, 1.734], [1.308, 1.472, -0.142], [1.200, -1.675, 0.199], [-1.522, -0.724, -0.621], [3.247, -0.372, -0.209]]
}

***

5.
{
  "formula": "C6H10Si",
  "method": "the ωB97M-V functional and the def2-TZVPD basis",
  "smiles": "C[C@H]1C=CC=C1[SiH3]",
  "e_above_lowest_ev": 2.463,
  "charge": 0,
  "e_lumo_ev": [-0.3, -0.3],
  "elements": ["C", "C", "C", "C", "C", "C", "Si", "H", "H", "H", "H", "H", "H", "H", "H", "H", "H"],
  "xyz": [[-1.040, -2.093, 0.565], [-1.765, -1.109, -0.064], [0.278, -1.912, 0.753], [-0.585, 0.114, -0.323], [0.645, -0.606, 0.055], [1.866, 0.179, 0.575], [-1.165, 1.742, -0.978], [-1.492, -2.856, 1.016], [-2.703, -1.227, -0.557], [1.080, -2.565, 0.957], [0.927, -0.923, -0.893], [1.993, 0.135, 1.701], [1.887, 1.188, 0.156], [2.622, -0.461, 0.131], [-2.432, 1.607, -1.913], [-0.194, 2.639, -1.662], [-1.713, 2.859, -0.041]]
}

***

6.
{
  "formula": "C6H11AgClF4N4O8S4",
  "method": "the ωB97M-V functional and the def2-TZVPD basis",
  "e_above_lowest_ev": 6.772,
  "charge": -1,
  "e_lumo_ev": -1.5,
  "elements": ["Ag", "C", "C", "N", "C", "C", "N", "C", "C", "H", "H", "H", "H", "H", "H", "H", "H", "H", "H", "H", "Cl", "N", "S", "O", "O", "F", "S", "O", "O", "F", "N", "S", "O", "O", "F", "S", "O", "O", "F"],
  "xyz": [[-0.974, 0.201, 3.382], [4.451, -0.753, -2.831], [3.269, -0.534, -3.709], [2.473, -1.746, -3.721], [2.351, -2.645, -4.799], [1.592, -3.752, -4.366], [1.175, -3.481, -3.042], [1.618, -2.194, -2.687], [0.397, -4.350, -2.187], [4.936, 0.206, -2.647], [5.153, -1.491, -3.219], [4.098, -1.006, -1.831], [3.531, -0.203, -4.714], [2.559, 0.211, -3.350], [2.876, -2.385, -5.706], [1.306, -4.648, -4.898], [1.534, -1.719, -1.721], [0.474, -5.300, -2.715], [-0.631, -3.993, -2.257], [0.862, -4.443, -1.206], [2.487, -2.765, 3.643], [-2.987, 0.885, -0.511], [-4.545, 0.297, -0.908], [-4.480, -0.772, -1.948], [-5.757, 1.104, -0.833], [-4.699, -0.630, 0.346], [-3.092, 1.795, -1.748], [-4.048, 2.928, -1.770], [-2.799, 1.145, -3.052], [-1.635, 2.481, -1.497], [-1.216, 3.492, 6.563], [-1.042, 3.299, 8.018], [-2.185, 3.461, 8.938], [0.301, 3.376, 8.571], [-1.065, 1.724, 7.759], [-1.512, 5.177, 6.785], [-0.427, 5.971, 7.334], [-2.864, 5.516, 7.320], [-1.485, 5.540, 5.212]]
}

***

7.
{
  "formula": "C6H11BiCl4NdO2",
  "method": "the ωB97M-V functional and the def2-TZVPD basis",
  "charge": -1,
  "e_lumo_ev": [2.6, 2.6],
  "multiplicity": 4,
  "s_squared": 3.76,
  "elements": ["Bi", "Cl", "C", "H", "H", "H", "Nd", "C", "C", "C", "H", "H", "H", "H", "H", "H", "H", "H", "Cl", "C", "Cl", "Cl", "C", "O", "O"],
  "xyz": [[0.044, -0.122, 0.292], [-0.411, 2.222, -1.122], [-2.112, -0.233, 0.811], [-1.872, -0.715, 1.770], [-2.521, -0.868, 0.008], [-2.391, 0.838, 0.822], [0.504, 0.339, -2.852], [2.726, 0.880, -3.332], [-0.964, 0.062, -4.669], [0.386, -1.532, -1.405], [-1.176, -0.996, -4.425], [-1.671, 0.867, -4.355], [-0.140, 0.294, -5.346], [3.150, -0.039, -2.884], [2.499, 0.887, -4.399], [2.759, 1.843, -2.769], [-0.542, -2.108, -1.535], [1.489, -1.699, -1.318], [3.208, -1.477, 4.548], [2.995, -0.176, 3.401], [2.488, 1.328, 4.226], [4.496, 0.119, 2.476], [1.879, -0.575, 2.400], [1.226, -1.613, 2.389], [1.797, 0.474, 1.573]]
}

***

8.
{
  "formula": "C6H11BrIN3",
  "method": "the ωB97M-V functional and the def2-TZVPD basis",
  "smiles": "CC1=C(Br)C(=[NH2+])N[C@H](I)[N@H+]1C",
  "e_above_lowest_ev": 0.000,
  "charge": 2,
  "e_lumo_ev": -8.9,
  "elements": ["C", "C", "C", "C", "C", "C", "N", "N", "N", "Br", "I", "H", "H", "H", "H", "H", "H", "H", "H", "H", "H", "H"],
  "xyz": [[-1.184, -0.262, 0.389], [-0.220, 0.577, 0.880], [-0.832, -1.232, -0.659], [1.498, -0.697, -0.172], [-0.573, 1.685, 1.821], [1.087, 1.332, -1.196], [0.464, -1.308, -1.076], [-1.780, -1.950, -1.193], [1.037, 0.603, 0.147], [-2.918, -0.664, 1.322], [1.855, -1.818, 1.710], [2.553, -0.825, -0.518], [0.303, 2.241, 2.362], [-1.201, 1.204, 2.676], [-1.243, 2.358, 1.364], [0.584, 0.656, -1.812], [0.469, 2.262, -1.210], [2.145, 1.462, -1.215], [0.729, -2.164, -1.570], [-2.731, -1.766, -0.971], [-1.754, -2.820, -1.804], [1.713, 1.127, 0.724]]
}

***

9.
{
  "formula": "C6H11BrLaNO3P",
  "method": "the ωB97M-V functional and the def2-TZVPD basis",
  "charge": 3,
  "e_lumo_ev": -13.7,
  "elements": ["C", "C", "O", "O", "C", "P", "Br", "C", "C", "C", "N", "O", "H", "H", "H", "H", "H", "H", "H", "H", "H", "H", "H", "La"],
  "xyz": [[-0.189, -1.593, 2.003], [0.098, -2.088, 0.435], [1.245, -2.738, 0.229], [-0.955, -1.811, -0.551], [-0.457, -1.812, -1.933], [0.208, -0.071, -2.505], [2.391, -0.043, -1.882], [-0.843, 1.249, -1.610], [0.026, 2.378, -0.793], [0.443, 1.957, 0.736], [-0.485, 2.354, 1.901], [1.572, 1.317, 1.097], [-0.026, -2.511, 2.747], [0.604, -0.789, 2.310], [-1.279, -1.163, 2.080], [0.288, -2.677, -2.196], [-1.412, -1.992, -2.626], [-1.435, 1.842, -2.459], [-1.699, 0.743, -0.951], [0.958, 2.759, -1.424], [-0.689, 3.328, -0.690], [-1.269, 1.672, 1.997], [0.132, 2.333, 2.755], [2.776, -2.644, 1.331]]
}

***

10.
{
  "formula": "C6H11ClF2N4O",
  "method": "the ωB97M-V functional and the def2-TZVPD basis",
  "smiles": "CC1=[NH+][C@](C)(Cl)N(OC(F)F)C(=[NH2+])N1",
  "e_above_lowest_ev": 0.019,
  "charge": 2,
  "e_lumo_ev": -8.8,
  "elements": ["C", "C", "C", "C", "C", "C", "N", "N", "N", "N", "O", "F", "F", "Cl", "H", "H", "H", "H", "H", "H", "H", "H", "H", "H", "H"],
  "xyz": [[1.348, 0.174, -0.558], [-0.636, -1.156, 0.005], [-0.817, 1.380, -0.430], [2.727, 0.220, -0.913], [-0.800, -2.174, 1.141], [-3.647, 0.254, 0.584], [-1.270, 0.249, 0.231], [0.616, 1.269, -0.822], [0.764, -0.985, -0.260], [-1.491, 2.507, -0.615], [-2.428, 0.475, 1.095], [-3.904, -1.080, 0.433], [-3.854, 0.864, -0.632], [-1.319, -1.700, -1.612], [3.213, -0.358, -0.138], [3.216, 1.205, -1.057], [2.812, -0.296, -1.856], [-0.728, -3.185, 0.848], [-1.885, -2.263, 1.438], [-0.109, -2.080, 1.960], [-4.359, 0.520, 1.357], [1.041, 2.009, -1.385], [1.213, -1.874, 0.033], [-1.116, 3.293, -1.113], [-2.514, 2.575, -0.646]]
}

***

11.
{
  "formula": "C6H11ClF2NO3S",
  "method": "the ωB97M-V functional and the def2-TZVPD basis",
  "smiles": "C[C@@H](CF)[C@@H](F)N([C@@H](C)Cl)S(=O)(=O)[O-]",
  "charge": -1,
  "e_lumo_ev": 3.4,
  "elements": ["C", "C", "C", "C", "C", "C", "N", "O", "O", "O", "F", "F", "S", "Cl", "H", "H", "H", "H", "H", "H", "H", "H", "H", "H", "H"],
  "xyz": [[-2.614, -0.399, 0.301], [2.618, -1.698, 1.347], [-2.175, 1.694, -1.130], [-1.575, 0.451, -0.469], [-0.350, 0.769, 0.319], [1.940, -0.297, 1.202], [0.929, -0.484, 0.238], [0.201, -1.345, -2.018], [2.625, -1.164, -1.658], [1.152, 0.869, -1.964], [-2.638, 2.588, -0.155], [-0.608, 0.988, 1.692], [1.304, -0.517, -1.492], [3.164, 0.864, 0.627], [-2.212, -1.168, 0.916], [-3.166, 0.307, 0.791], [-3.175, -0.850, -0.399], [3.581, -1.852, 0.723], [1.900, -2.397, 1.139], [2.992, -1.849, 2.388], [-1.558, 2.385, -1.630], [-2.989, 1.457, -1.676], [-1.174, -0.336, -1.325], [0.303, 1.668, 0.086], [1.523, 0.318, 2.148]]
}

***

12.
{
  "formula": "C6H11ClFeN3Tl",
  "method": "the ωB97M-V functional and the def2-TZVPD basis",
  "charge": -1,
  "e_lumo_ev": [2.3, 0.2],
  "multiplicity": 6,
  "s_squared": 8.82,
  "elements": ["Tl", "Cl", "C", "H", "H", "H", "Fe", "C", "C", "C", "H", "H", "H", "H", "H", "H", "H", "H", "N", "C", "N", "C", "N"],
  "xyz": [[0.441, -1.018, 1.002], [-0.011, 1.346, -0.589], [-1.895, -1.125, 1.619], [-1.839, -1.802, 2.487], [-2.411, -1.579, 0.748], [-2.260, -0.135, 1.933], [0.484, 0.313, -2.422], [-1.311, 0.618, -3.134], [2.247, 1.138, -2.520], [0.876, -1.131, -3.350], [2.932, 0.786, -1.737], [2.710, 0.918, -3.500], [2.144, 2.227, -2.395], [-2.051, -0.014, -2.626], [-1.619, 1.661, -2.989], [-1.328, 0.338, -4.203], [0.099, -1.701, -3.929], [1.925, -1.434, -3.612], [0.505, -0.022, 3.512], [0.334, -0.122, 4.676], [0.075, -0.344, 5.907], [0.008, 0.272, 7.032], [-0.053, 0.810, 8.090]]
}

***

Number 1: DFT total energy -997.43217 hartree. Number 2: DFT total energy -632.68039 hartree. Number 3: DFT total energy -1030.95543 hartree. Number 4: DFT total energy -1030.73460 hartree. Number 5: DFT total energy -523.94143 hartree. Number 6: DFT total energy -3655.30758 hartree. Number 7: DFT total energy -3002.35452 hartree. Number 8: DFT total energy -3270.50702 hartree. Number 9: DFT total energy -3461.31094 hartree. Number 10: DFT total energy -1188.71967 hartree. Number 11: DFT total energy -1573.80377 hartree. Number 12: DFT total energy -2295.70670 hartree.